This record from OMol25 describes C32H39N5O4S5Sr as an isolated structure. The level of theory is the ωB97M-V functional and the def2-TZVPD basis.

Calculated values
Largest force on an atom   0.27 eV/A
2S+1   1
Energy above the lowest of the compared OMol25 structures with the same formula, charge and spin   8.9 kcal per mole
Kohn-Sham gap   0.1715 Eh
E   -3839.354897 Ha
Charge   -2
LUMO energy   3.81 eV

Each line ends with the Löwdin charge.
Atoms and positions in Å:
Sr1 0.428 0.635 0.176  1.2178
C1 2.242 -2.569 1.061  -0.1319
O1 1.111 -2.122 0.320  -0.2873
C2 0.834 -2.931 -0.791  -0.2051
C3 -0.554 -2.587 -1.289  -0.1571
O2 -0.709 -1.212 -1.629  -0.1948
C4 -0.621 -0.900 -3.013  -0.1771
C5 0.779 -0.540 -3.453  -0.2235
O3 1.162 0.636 -2.797  -0.2864
C6 2.414 1.121 -3.278  -0.1424
H1 2.050 -3.582 1.441  0.0824
H2 3.141 -2.551 0.442  0.0506
H3 2.375 -1.871 1.883  0.0757
H4 1.604 -2.793 -1.562  0.1233
H5 0.830 -3.994 -0.503  0.1296
H6 -0.803 -3.216 -2.152  0.1272
H7 -1.273 -2.789 -0.496  0.1113
H8 -0.986 -1.746 -3.607  0.1225
H9 -1.276 -0.042 -3.172  0.1114
H10 1.492 -1.348 -3.241  0.1238
H11 0.767 -0.387 -4.545  0.1288
H12 2.311 1.404 -4.337  0.0878
H13 2.712 1.976 -2.680  0.0074
H14 3.192 0.362 -3.168  0.0687
S1 9.272 -0.472 -1.364  0.3208
C7 7.735 0.209 -1.268  -1.5721
S2 7.348 1.802 -1.736  0.8170
C8 5.621 1.832 -1.388  -1.1936
C9 5.144 0.670 -0.858  -1.1537
S3 3.560 0.112 -0.363  0.4455
S4 6.361 -0.583 -0.645  0.8302
S5 4.869 3.353 -1.787  0.3689
C10 -1.010 -4.159 4.120  -0.0906
C11 -0.820 -3.796 2.646  -0.2073
C12 -2.081 -3.295 1.979  -0.1797
C13 -3.058 -4.231 1.646  -0.0712
C14 -4.204 -3.870 0.961  -0.1076
C15 -4.371 -2.543 0.590  -0.0612
C16 -3.420 -1.579 0.896  -0.1798
C17 -3.662 -0.150 0.500  -0.2102
C18 -4.379 0.627 1.603  -0.0879
C19 -2.268 -1.945 1.621  -0.2033
N1 -1.262 -0.997 1.856  0.0586
C20 -0.875 -0.811 3.076  -0.1165
C21 0.310 -0.138 3.476  -0.3602
C22 0.759 0.048 4.794  -0.0859
C23 2.012 0.645 4.691  -0.1224
C24 2.257 0.787 3.313  -0.1957
N2 1.244 0.319 2.579  -0.0744
H15 -0.089 -4.568 4.540  0.0694
H16 -1.802 -4.902 4.241  0.0636
H17 -1.284 -3.281 4.706  0.0613
H18 -0.485 -4.690 2.109  0.1104
H19 -0.027 -3.056 2.548  0.0855
H20 -2.893 -5.271 1.914  0.1046
H21 -4.949 -4.614 0.703  0.0869
H22 -5.256 -2.239 0.040  0.1048
H23 -4.254 -0.132 -0.420  0.1079
H24 -2.717 0.355 0.304  0.0609
H25 -5.340 0.164 1.848  0.0676
H26 -4.550 1.664 1.310  0.0646
H27 -3.768 0.652 2.507  0.0752
H28 -1.472 -1.230 3.896  0.1260
H29 0.225 -0.225 5.694  0.0838
H30 2.671 0.939 5.495  0.0694
H31 3.136 1.191 2.827  0.0909
C25 -2.446 4.643 -3.544  -0.0993
C26 -2.897 4.243 -2.298  -0.0661
C27 -2.319 3.128 -1.702  -0.1289
N3 -1.349 2.419 -2.279  0.0822
C28 -0.922 2.812 -3.477  -0.1439
C29 -1.434 3.914 -4.149  -0.0786
H32 -2.869 5.512 -4.034  0.0950
H33 -3.674 4.788 -1.778  0.0985
H34 -2.605 2.802 -0.709  0.0711
H35 -0.114 2.225 -3.899  0.0954
H36 -1.039 4.192 -5.117  0.0939
O4 -2.722 3.514 2.585  -0.0427
C30 -2.015 2.860 1.857  -0.6101
N4 -1.343 2.228 1.113  -0.0423
C31 2.219 5.301 -1.392  -0.0946
C32 1.730 4.015 -0.924  -0.2735
N5 1.322 3.016 -0.546  0.1149
H37 1.988 5.416 -2.450  0.0811
H38 3.299 5.326 -1.247  0.0061
H39 1.737 6.097 -0.824  0.0784